# 1
18
Properties=species:S:1:pos:R:3:forces:R:3 method="wB97M-V/def2-TZVPD" homo_lumo_gap_ev=8.5 smiles="C=NC(=C)CC.O" e_above_lowest_ev=3.971
C -2.00536 0.41761 0.92374 -0.3 -1.0 -1.4
N -1.04231 -0.35924 1.11739 2.3 1.8 2.3
C -0.13844 -0.93386 0.26036 0.1 -3.7 0.3
C 0.74419 -1.92924 0.69224 -1.2 1.8 -0.6
C -0.40128 -0.60658 -1.14180 -1.1 -0.6 -3.7
C 0.05659 0.80876 -1.54758 1.4 -1.3 -1.7
H -2.60313 0.28331 0.00645 -0.1 0.7 0.1
H -2.22668 1.23058 1.59843 -0.5 -0.3 0.6
H 1.17390 -2.59656 -0.20004 -0.4 1.5 2.8
H 0.85201 -1.90006 1.85834 0.1 -1.1 -2.5
H -0.13899 -1.41798 -1.94953 0.3 1.5 1.8
H -1.50266 -0.59753 -1.28518 0.4 -0.1 0.2
H -0.18093 1.10463 -2.61397 0.9 -0.9 0.8
H -0.47358 1.55430 -1.08279 -1.4 1.6 1.9
H 1.11297 0.93614 -1.23779 -0.4 0.1 -0.7
O 2.07877 1.70423 1.70799 0.6 -2.6 -1.1
H 3.01003 1.49547 1.44480 -0.9 0.7 0.5
H 1.68490 0.80602 1.44894 0.2 1.8 0.7

---

# 2
19
Properties=species:S:1:pos:R:3:forces:R:3 method="wB97M-V/def2-TZVPD" homo_lumo_gap_ev=8.5 charge=-1 e_above_lowest_ev=2.377
C -3.29132 0.56410 -1.24639 2.9 -0.9 0.0
C -1.86842 -0.17435 -0.99271 0.5 4.7 -4.6
O -1.79297 -0.95724 -0.11800 -0.5 -2.7 2.2
O -0.91548 0.26144 -1.85359 -2.3 -1.1 2.0
H -3.46178 0.19184 -2.28617 -1.1 0.7 1.1
H -3.04939 1.59896 -1.13662 0.3 1.0 -1.1
H -3.87407 0.46649 -0.34425 -1.1 -1.3 -0.4
C 1.68213 -0.32984 0.20136 1.5 2.5 0.1
C 2.56853 0.39734 1.23355 1.4 0.5 0.0
C 0.58367 -0.94693 0.97705 0.6 -3.4 -3.2
O 1.43663 0.72185 -0.74503 -2.5 0.1 -1.0
H 2.25329 -1.10240 -0.30698 0.4 -0.3 -0.1
H 3.25754 1.17305 0.70002 -0.8 -1.7 1.0
H 0.00336 -0.21694 1.31970 -2.8 3.1 1.3
H -0.03403 -1.55470 0.21318 1.1 0.5 2.2
H 0.95614 -1.41701 1.87718 0.3 -0.8 -0.1
H 0.46856 0.73618 -1.26730 2.0 -1.3 1.6
H 3.09598 -0.42090 1.80280 0.1 1.1 -0.3
H 1.98165 1.00907 1.97220 0.2 -0.7 -0.7

---

# 3
26
Properties=species:S:1:pos:R:3:forces:R:3 method="wB97M-V/def2-TZVPD" homo_lumo_gap_ev=8.8 e_above_lowest_ev=1.579
C 0.23631 -1.76605 1.58066 0.1 0.7 -1.4
C 0.12505 -3.08648 1.38880 -0.1 -0.5 -1.5
C 0.40827 -1.04792 0.32805 1.1 0.3 0.7
C 0.60769 -1.88182 -0.75101 -0.6 0.1 1.1
C 1.06055 -1.44460 -2.08825 -4.0 2.1 -0.4
C 0.67976 0.09222 -2.22661 -1.5 -0.6 -0.2
C 0.50903 0.45202 0.26298 -2.7 -0.9 -0.5
C 1.22168 0.84939 -1.05757 -1.0 3.5 1.5
C -1.86319 1.79702 1.53569 -1.8 1.0 0.0
C -1.50166 1.05247 0.31175 2.5 -1.0 -1.5
O 2.63559 0.75208 -0.92397 -0.3 -0.5 0.3
S 0.31286 -3.51846 -0.31121 0.1 0.3 0.9
I -2.87438 -0.62013 -0.13895 0.8 0.7 0.3
H 0.28769 -1.25299 2.51728 -0.4 0.1 0.5
H -0.16166 -3.85306 2.05702 0.1 -0.6 0.7
H 2.05492 -1.43071 -2.15747 4.2 -0.4 -0.2
H 0.68252 -2.04410 -2.90453 -0.3 -0.1 -0.2
H 1.01446 0.60744 -3.12369 0.4 -0.5 -0.3
H -0.44110 0.25522 -2.21921 1.1 -0.5 0.0
H 0.89513 0.89612 1.19085 -0.1 0.1 -0.5
H 1.04848 2.00506 -1.16053 0.1 -2.0 -0.2
H -1.77872 1.15157 2.42400 0.0 0.9 0.0
H -2.90697 2.22912 1.42764 0.4 -1.4 0.3
H -1.46561 2.82341 1.54859 1.3 -0.7 0.5
H -1.61060 1.66304 -0.58467 0.2 -0.1 0.1
H 2.75362 0.06282 -0.26065 0.5 -0.1 0.0

---

# 4
17
Properties=species:S:1:pos:R:3:forces:R:3 method="wB97M-V/def2-TZVPD" homo_lumo_gap_ev="7.7 / 7.5" e_above_lowest_ev=1.509 s2=2.0082 multiplicity=3
C -0.08403 1.08032 -0.41420 -2.1 0.5 1.4
C 0.87509 -0.65226 1.08793 1.0 0.9 0.3
C 1.16374 1.66400 -0.53852 0.7 1.1 -2.1
C 2.11356 -0.03092 0.92563 2.6 -0.8 0.3
C -0.16466 -0.04969 0.40954 -1.4 -0.9 -0.1
C 2.28514 1.00166 -0.00319 0.2 0.9 0.4
C -2.40814 -0.76978 -0.20874 -0.5 -2.2 0.5
O -1.37119 -0.74142 0.63112 0.6 0.8 0.4
F 3.56945 1.48436 -0.27633 -1.8 -0.6 0.5
S -3.04588 -2.47322 -0.15530 -1.2 1.1 -0.2
I -3.87910 0.69240 -0.26291 -0.1 0.2 0.1
H -1.11312 1.60006 -0.65829 2.5 -1.1 0.1
H 0.78433 -1.49539 1.80182 -0.3 0.7 -0.8
H 1.21360 2.58573 -1.23148 0.4 -1.6 1.4
H 3.05421 -0.42321 1.49887 -1.9 0.8 -1.3
H -0.97445 -0.33560 -1.95181 0.4 0.0 -0.7
H -2.01853 -3.13704 -0.65415 0.8 0.1 -0.2